# 1
{
  "formula": "C7H14O2",
  "method": "ωB97M-V with the def2-TZVPD basis set",
  "smiles": "C1CCCC1.CC(=O)O",
  "total_charge": 0,
  "homo_energy_ev": -9.94,
  "homo_lumo_gap_ev": 10.47,
  "species": ["O", "O", "C", "C", "C", "C", "C", "C", "C", "H", "H", "H", "H", "H", "H", "H", "H", "H", "H", "H", "H", "H", "H"],
  "coordinates": [[-0.870, 0.674, -2.141], [-0.920, 2.371, -0.619], [-0.206, -0.091, 0.124], [2.268, -0.554, 0.203], [0.024, -1.026, 1.189], [-1.316, 1.282, -1.147], [1.677, -1.357, 1.440], [-2.514, 0.674, -0.534], [1.071, -0.061, -0.663], [-0.302, -0.807, 2.248], [-0.614, 0.829, 0.646], [-3.423, 1.449, -0.390], [2.063, -1.160, 2.441], [-2.706, -0.058, -1.374], [2.877, 0.351, 0.530], [1.658, -2.412, 1.115], [-0.456, -1.989, 1.224], [1.101, -0.640, -1.659], [1.261, 1.171, -0.810], [-1.065, -0.501, -0.507], [3.014, -1.100, -0.534], [-0.244, 2.784, -1.332], [-2.377, 0.170, 0.550]],
  "atomic_forces_ev_per_a": [[-0.538, 3.311, 0.544], [3.185, 4.580, -2.578], [-1.181, -1.612, 0.175], [1.702, 0.487, -0.215], [2.442, -2.769, 6.205], [-1.640, -3.077, -3.557], [-2.379, 0.113, -3.533], [-4.203, 0.221, 1.737], [2.288, 3.231, -1.084], [0.013, 1.068, -0.955], [1.665, -1.103, -0.850], [1.982, -1.623, -0.645], [-0.055, -0.037, -0.367], [-0.782, 0.376, 1.614], [-0.782, -1.120, -0.100], [0.738, 0.241, 0.897], [-0.170, -0.685, -1.304], [-0.628, 1.304, 1.556], [-0.120, -3.400, -0.463], [2.467, -0.255, 1.422], [-1.449, 0.579, 1.851], [-1.849, -1.170, 2.447], [-0.707, 1.341, -2.796]]
}

# 2
{
  "formula": "C2H8N2O",
  "method": "ωB97M-V with the def2-TZVPD basis set",
  "smiles": "N/C=C/N.O",
  "total_charge": 0,
  "homo_energy_ev": -6.98,
  "homo_lumo_gap_ev": 8.01,
  "species": ["O", "N", "N", "C", "C", "H", "H", "H", "H", "H", "H", "H", "H"],
  "coordinates": [[2.057, -1.123, -1.428], [-2.279, -0.112, -0.335], [1.211, 0.659, 0.863], [-0.197, 0.711, 0.625], [-0.964, -0.233, -0.128], [1.292, 1.386, 1.579], [1.745, -0.203, -1.268], [-2.679, 0.820, -0.288], [-0.571, -1.242, -0.498], [-0.791, 1.531, 1.134], [2.455, -1.236, -0.542], [1.540, -0.251, 1.202], [-2.820, -0.708, -0.915]],
  "atomic_forces_ev_per_a": [[0.058, 1.029, 1.290], [-2.522, 1.527, 0.170], [-0.428, 0.620, 0.472], [-3.457, -2.588, -1.917], [4.355, 0.529, 1.875], [0.995, -0.721, -0.184], [0.008, -0.580, -0.579], [0.167, -0.344, 0.093], [-0.017, 1.788, 0.535], [0.958, -0.876, -0.851], [0.005, -0.467, -0.797], [-0.355, 0.625, 0.233], [0.235, -0.541, -0.340]]
}

# 3
{
  "formula": "C2H4BrCl",
  "method": "ωB97M-V with the def2-TZVPD basis set",
  "total_charge": 0,
  "homo_energy_ev": [-10.40, -10.40],
  "homo_lumo_gap_ev": [8.96, 8.95],
  "species": ["Br", "Cl", "C", "C", "H", "H", "H", "H"],
  "coordinates": [[1.335, -1.816, -0.016], [-2.310, 1.754, 0.512], [0.879, -0.052, -0.478], [-0.609, 0.054, 0.228], [-0.422, -0.027, 1.292], [1.133, 0.041, -1.583], [-1.390, -0.685, -0.079], [1.385, 0.732, 0.124]],
  "atomic_forces_ev_per_a": [[0.325, -0.768, 0.477], [2.425, -1.766, -0.637], [-1.887, 2.683, 0.105], [-0.804, -0.809, -0.767], [-0.188, 0.397, 0.021], [-1.190, 0.233, 1.532], [0.845, 0.935, -0.075], [0.475, -0.904, -0.656]]
}

# 4
{
  "formula": "C33H40BN8O5S2SeY",
  "method": "ωB97M-V with the def2-TZVPD basis set",
  "total_charge": 0,
  "homo_energy_ev": -6.97,
  "homo_lumo_gap_ev": 6.89,
  "species": ["Y", "Se", "S", "S", "O", "O", "O", "O", "O", "N", "N", "N", "N", "N", "N", "N", "N", "C", "C", "C", "C", "C", "C", "C", "C", "C", "C", "C", "C", "C", "C", "C", "C", "C", "C", "C", "C", "C", "C", "C", "C", "C", "C", "C", "C", "C", "C", "C", "C", "C", "B", "H", "H", "H", "H", "H", "H", "H", "H", "H", "H", "H", "H", "H", "H", "H", "H", "H", "H", "H", "H", "H", "H", "H", "H", "H", "H", "H", "H", "H", "H", "H", "H", "H", "H", "H", "H", "H", "H", "H", "H"],
  "coordinates": [[-0.695, 0.241, -0.357], [2.354, -0.140, -1.793], [-3.257, 0.378, 0.787], [-4.293, -2.184, 2.253], [0.264, -3.431, -1.229], [-1.977, -2.738, -1.447], [-1.330, 0.553, -2.704], [-2.096, 2.261, -4.027], [0.746, 1.406, 0.830], [3.799, -1.385, 0.278], [-1.084, 2.741, -0.878], [1.407, 1.864, -4.323], [-0.209, 1.269, -5.926], [-0.750, -0.633, 1.950], [-1.850, -1.337, 2.333], [4.725, 0.516, -0.201], [1.134, -0.327, -4.947], [0.770, 0.943, -5.045], [5.582, -0.121, 0.671], [-1.415, 1.762, -3.085], [1.391, 0.230, 2.786], [1.602, 1.205, 1.781], [-0.211, -5.852, -1.592], [5.020, -1.311, 1.022], [-5.495, -0.970, 2.637], [5.123, 1.788, -0.892], [0.282, 4.124, -4.254], [-0.510, -4.488, -1.472], [3.602, 0.813, 3.756], [0.129, -0.524, 2.912], [1.499, 3.329, -4.696], [-5.019, 0.059, 3.629], [-2.495, -6.326, -2.152], [2.814, -2.464, 0.326], [2.451, 0.070, 3.751], [-3.990, -0.223, 4.529], [-3.552, 0.754, 5.447], [2.726, 2.029, 1.849], [-5.280, 2.235, 4.647], [3.696, 1.828, 2.785], [-1.828, -4.109, -1.685], [-2.832, -4.992, -2.000], [-1.223, -6.765, -1.918], [3.657, -0.265, -0.471], [-4.219, 2.000, 5.506], [-0.503, 2.691, -2.240], [-0.125, 4.051, -2.741], [-5.651, 1.290, 3.717], [-0.224, -1.133, 4.244], [-2.975, -1.055, 1.831], [-0.697, -2.323, -1.056], [0.377, -1.019, -4.987], [-2.027, 3.095, -0.837], [2.409, 3.599, -4.184], [-6.380, -1.495, 3.088], [0.832, -6.117, -1.357], [-2.679, 0.633, 6.033], [6.503, 0.291, 0.950], [2.814, 2.846, 1.104], [1.983, -0.544, -4.383], [5.642, 2.337, -0.114], [-5.846, 3.165, 4.629], [5.376, -2.124, 1.646], [4.269, 2.317, -1.343], [2.449, -0.650, 4.580], [-3.915, 2.742, 6.228], [-0.896, 1.938, -5.608], [-3.881, -4.689, -1.876], [2.487, -2.755, -0.653], [-0.441, 3.044, -0.129], [5.818, 1.463, -1.652], [1.937, -2.149, 0.886], [0.583, -1.334, 4.927], [0.639, 4.394, -2.096], [-3.286, -7.063, -2.297], [-0.970, -0.507, 4.738], [1.676, 3.419, -5.760], [-0.942, -7.808, -1.938], [3.350, -3.337, 0.710], [-3.538, -1.194, 4.503], [0.406, 2.087, -2.081], [4.361, 0.573, 4.497], [-0.662, 3.925, -4.791], [-5.816, -0.545, 1.742], [4.552, 2.503, 2.752], [-0.832, -2.046, 4.124], [-0.954, 4.803, -2.681], [-0.613, 0.541, -6.469], [0.536, 5.205, -4.398], [2.045, 1.509, -3.564], [-6.359, 1.614, 2.936]],
  "atomic_forces_ev_per_a": [[-0.597, -0.132, 0.215], [-0.086, 0.453, 0.001], [0.160, -0.834, 0.175], [1.052, -0.712, -0.384], [-0.482, 1.126, 0.861], [0.868, -1.536, 0.070], [-0.124, 0.237, 0.015], [1.076, -1.010, 1.251], [-0.448, -0.018, -0.649], [1.103, 0.528, 0.641], [0.434, -0.872, 0.105], [0.454, 0.237, -0.549], [0.918, 0.514, 0.694], [1.156, 0.707, 0.156], [-0.005, -1.450, 0.430], [-0.088, 0.718, -0.849], [0.564, -1.327, 0.577], [-0.383, 0.782, -0.211], [-1.420, -1.279, 0.054], [-0.532, 1.043, -0.765], [0.965, -0.327, 0.820], [-0.872, -0.359, 0.132], [1.046, 0.984, 0.478], [-1.160, 0.507, -1.338], [-0.977, -0.415, 1.994], [-0.469, -1.475, 0.674], [-0.128, 1.414, 1.032], [-1.250, -2.076, -1.347], [-0.264, 0.388, -0.730], [-0.255, -0.315, 0.183], [-0.739, -1.616, 0.744], [-0.009, -0.034, 0.662], [-1.193, -0.638, 0.251], [0.839, -0.255, 0.252], [-0.657, -0.533, 0.171], [-0.069, 1.045, 0.687], [-1.528, 0.819, -1.279], [0.493, 0.729, -0.448], [-0.137, 0.367, 0.083], [1.059, 0.311, 0.456], [-0.642, 0.736, 0.152], [-0.734, 0.394, 0.686], [1.699, 0.253, 0.191], [0.531, -0.686, 0.266], [0.277, -1.069, 0.001], [-0.264, -0.398, 1.224], [-1.007, 0.506, -1.998], [-0.205, 0.288, -1.166], [-0.852, -0.517, 0.127], [-0.340, 1.336, -1.306], [0.795, 0.975, -0.136], [0.748, 0.325, 0.122], [0.052, 0.341, 0.174], [0.195, 0.655, 0.206], [0.743, 0.204, -0.452], [-0.630, -0.325, -0.284], [0.579, -0.448, 0.654], [0.944, 0.557, 0.374], [-0.101, -0.644, 0.517], [-1.170, 0.030, -0.518], [-0.077, 0.514, -0.214], [0.347, -0.007, 0.264], [-0.254, 0.321, -0.125], [0.315, -0.390, 0.505], [-0.679, 0.031, -0.633], [0.105, 0.123, 0.020], [-0.238, 0.322, 0.308], [0.520, 0.011, -0.618], [-0.147, 0.241, -0.642], [-0.683, 0.110, -0.676], [0.231, 0.347, -0.422], [0.042, -0.212, 0.276], [0.373, 0.211, 0.030], [1.062, 0.602, 0.591], [0.175, 0.236, -0.130], [0.218, 0.403, 0.095], [-0.042, -0.112, -0.276], [-0.235, -0.119, -0.143], [-0.433, 0.176, 0.457], [0.339, -0.236, -0.005], [0.028, 0.370, -0.271], [-0.009, 0.388, -0.239], [0.794, -0.103, -0.144], [-0.638, 1.060, -1.432], [-0.026, -0.195, 0.188], [0.593, 0.154, -0.288], [0.386, -0.879, 0.277], [-0.064, -0.664, -0.249], [-0.201, -0.773, -0.267], [-0.844, 0.372, -0.912], [0.113, -0.510, 0.521]]
}

# 5
{
  "formula": "CHCsF3IO6PS",
  "method": "ωB97M-V with the def2-TZVPD basis set",
  "total_charge": 1,
  "homo_energy_ev": -13.54,
  "homo_lumo_gap_ev": 8.82,
  "species": ["Cs", "I", "S", "P", "F", "F", "F", "O", "O", "O", "O", "O", "O", "C", "H"],
  "coordinates": [[2.081, 0.089, -4.029], [1.044, -1.090, 3.003], [0.016, 0.469, -1.089], [-0.698, -1.740, 0.534], [1.798, 1.686, 0.432], [0.362, 3.115, -0.593], [-0.316, 1.846, 1.237], [0.912, 0.685, -2.335], [0.098, -2.467, 1.872], [0.520, -0.965, -0.410], [-1.388, 0.481, -1.577], [-1.293, -2.914, -0.257], [-1.890, -0.708, 1.122], [0.439, 1.882, 0.069], [-1.686, -0.368, 2.023]],
  "atomic_forces_ev_per_a": [[3.763, -1.810, -5.625], [0.020, -0.252, 0.155], [-1.960, -0.387, -6.384], [-3.381, -6.103, 0.877], [-3.248, 0.365, -0.942], [-0.295, -3.628, 1.729], [1.536, 0.289, -3.097], [-4.455, 0.904, 9.279], [-0.876, 2.808, -2.547], [-1.790, 2.884, 0.515], [3.470, -0.216, 2.887], [2.023, 4.281, 1.924], [3.131, -1.091, -0.701], [2.132, 2.149, 2.452], [-0.070, -0.191, -0.523]]
}

Number 1: electronic energy -425.418925 a.u.. Number 2: electronic energy -265.698615 a.u.. Number 3: electronic energy -3112.712234 a.u.. Number 4: electronic energy -5356.942347 a.u.. Number 5: electronic energy -1846.844867 a.u..